ORCA calculation (ωB97M-V/def2-TZVPD) on a structure of composition C54H42AuF3N7PS.

```
109
Properties=species:S:1:pos:R:3:lowdin_charge:R:1
C 4.30 5.26 -3.45 -0.052
H 3.98 -2.64 5.20 0.115
C -4.13 2.18 -0.78 0.010
C 2.31 -3.20 -2.42 -0.078
Au 0.48 -0.73 0.19 1.137
C 1.77 -2.96 -3.67 0.061
H -5.03 1.94 -1.33 0.097
C 4.34 0.13 -3.83 -0.058
C 2.27 5.58 -4.69 -0.060
C 1.37 -3.92 3.47 -0.083
C 0.17 2.40 -0.40 -0.458
H 1.73 6.03 -5.52 0.113
C -0.22 4.77 -1.18 0.003
H 3.61 0.34 -0.04 0.101
C 1.28 2.09 7.46 -0.056
H 0.40 -1.75 -4.83 0.125
C 0.81 -1.95 -3.86 -0.001
H -0.23 3.73 3.94 0.102
H -0.20 -0.81 8.41 0.115
C 0.41 -1.22 -2.78 -0.075
C 0.53 -0.26 3.27 -0.144
C 0.16 -0.02 7.76 -0.051
C -2.80 -2.67 -0.66 -0.146
C 1.86 -2.43 -1.36 -0.639
C 1.07 2.01 6.09 -0.038
H -0.60 4.98 -0.18 0.081
C 1.22 -1.52 3.60 -0.212
C -6.29 -0.40 -0.72 -0.042
H -5.04 -5.22 -0.78 0.116
C -5.25 -0.96 -2.82 -0.024
C -1.69 -4.82 -0.81 -0.063
H -4.36 -1.10 -3.42 0.122
C -0.47 1.29 2.05 -0.396
H 5.87 -1.29 -3.30 0.113
C -2.12 0.84 -0.10 -0.443
C -5.14 -0.56 -1.50 -0.228
F 2.99 -5.39 -2.90 0.174
C 5.08 -0.64 -2.93 -0.071
H -6.20 -0.10 0.32 0.126
C -3.80 -0.33 -0.91 -0.105
P -1.26 2.24 0.69 1.190
H -0.77 -5.39 -0.84 0.110
H 4.55 0.08 -4.89 0.113
C -7.65 -1.04 -2.60 -0.055
N -1.73 -0.43 -0.12 0.038
H 1.00 1.13 9.36 0.115
H 3.09 -4.80 4.41 0.114
C -6.51 -1.20 -3.37 -0.052
H -0.31 -0.42 -2.83 0.129
C 1.97 1.89 -1.50 -0.165
C -4.03 -3.34 -0.67 -0.014
C -7.54 -0.64 -1.27 -0.054
H -3.53 2.88 -1.35 0.090
C -1.64 -3.44 -0.70 -0.050
H -8.42 -0.52 -0.66 0.114
H -4.95 -2.79 -0.57 0.109
C 3.65 4.39 -2.60 -0.018
H -6.59 -1.50 -4.41 0.114
C 1.61 4.71 -3.83 -0.044
C 4.81 -0.57 -1.57 -0.076
C -2.92 -5.47 -0.86 -0.062
C 3.07 -2.67 4.63 -0.051
C 2.56 -3.88 4.19 -0.059
F 3.53 -4.59 -0.97 0.130
C -2.78 -1.19 -0.60 -0.128
C -0.05 -0.10 6.39 -0.018
C 1.62 3.17 -1.87 -0.100
C 0.40 0.91 5.55 -0.190
H -0.24 -2.77 2.64 0.109
H 2.79 1.59 -4.06 0.121
C 2.30 4.11 -2.78 -0.193
H 1.82 2.93 7.88 0.114
H -1.04 4.75 -1.89 0.097
H -1.77 3.32 3.17 0.065
H 4.13 6.54 -5.16 0.114
F 4.53 -3.88 -2.75 0.169
C 3.07 1.04 -2.00 -0.190
N -0.42 1.73 3.32 -0.035
C 3.35 0.98 -3.36 -0.028
C -1.00 2.97 3.84 0.009
N 0.12 0.09 2.00 -0.044
N 0.95 -1.47 -1.57 -0.170
C 3.80 0.27 -1.11 -0.071
H 0.96 -4.87 3.15 0.114
H -8.62 -1.22 -3.03 0.115
C 2.40 -1.49 4.35 -0.019
C 0.70 -2.74 3.18 -0.105
H 4.18 3.92 -1.78 0.125
H -1.43 2.77 4.82 0.110
N 1.05 1.44 -0.58 0.055
H 2.10 -3.55 -4.51 0.147
H 5.35 5.48 -3.30 0.114
H -0.57 -0.95 5.97 0.125
H -0.68 -2.96 -0.62 0.044
C 0.21 0.78 4.10 -0.096
H -4.40 2.62 0.18 0.100
S 2.18 -2.43 0.35 0.841
H 5.39 -1.16 -0.87 0.116
H 1.45 2.79 5.45 0.116
N 0.48 3.48 -1.16 -0.038
C 3.35 -4.28 -2.26 -0.598
N -3.38 0.94 -0.57 -0.043
C 0.83 1.07 8.29 -0.056
H 0.57 4.48 -4.00 0.116
C -4.08 -4.72 -0.78 -0.049
H 2.79 -0.54 4.69 0.125
H -2.96 -6.54 -0.96 0.114
C 3.61 5.86 -4.50 -0.058
H 0.49 5.54 -1.46 0.102
```

Calculated values
* E: -3640.71819 Eh
* net charge: +2
* largest force on an atom: 0.0117 hartree/bohr